Entry 1:
DFT (the ωB97M-V functional and the def2-TZVPD basis) results for a structure of composition C48H60N12O4P.

The value obtained for the largest force on an atom is 0.160 Eh/bohr. Its calculated total energy is -3164.11341 hartree. The total charge is -3. The calculation puts the energy relative to the best compared isomer or geometry (same formula, charge and spin) at 0.738 eV. The calculation puts the gap between HOMO and LUMO at 7.5 eV.

Positions of all 125 atoms, in Å:
P  0.034  0.010  -0.017
O  0.765  -1.013  0.919
O  -1.009  0.849  0.728
O  -0.727  -0.663  -1.046
O  0.962  0.923  -0.632
N  2.323  3.201  -0.079
C  3.005  3.951  -1.002
C  3.108  5.226  -0.536
C  2.738  5.198  0.820
C  2.193  3.983  1.019
H  1.705  2.316  -0.214
H  3.231  3.617  -1.939
H  3.743  5.937  -0.914
H  2.673  6.182  1.324
H  1.647  3.612  1.812
N  2.064  -3.251  0.017
C  3.409  -3.450  0.155
C  3.786  -4.728  0.179
C  2.457  -5.376  0.242
C  1.334  -4.442  0.234
H  1.498  -2.431  0.142
H  3.931  -2.335  0.014
H  4.720  -4.971  0.188
H  2.318  -6.513  0.233
H  0.254  -4.404  0.273
N  3.314  0.316  -1.201
C  3.576  -0.616  -2.150
C  4.891  -0.946  -2.188
C  5.501  0.121  -1.274
C  4.522  0.872  -0.814
H  2.324  0.564  -1.049
H  2.718  -1.264  -2.619
H  5.379  -1.700  -2.823
H  6.678  0.140  -0.933
H  4.401  1.656  -0.061
N  2.876  -0.518  2.077
C  3.629  -1.477  2.702
C  4.681  -0.872  3.390
C  4.408  0.605  3.233
C  3.325  0.777  2.337
H  2.012  -0.709  1.644
H  3.204  -2.657  2.377
H  5.416  -1.473  4.121
H  5.042  1.307  3.683
H  2.881  1.610  1.900
N  -0.290  -2.139  -3.184
C  0.499  -3.326  -3.062
C  0.083  -4.060  -4.187
C  -0.810  -3.272  -5.095
C  -0.946  -2.068  -4.362
H  -0.333  -1.367  -2.371
H  1.012  -3.426  -2.218
H  0.511  -5.138  -4.266
H  -1.305  -3.507  -6.010
H  -1.390  -1.176  -4.642
N  -3.327  0.258  1.347
C  -4.352  -0.345  0.654
C  -5.495  -0.311  1.477
C  -4.984  0.291  2.844
C  -3.725  0.608  2.584
H  -2.335  0.431  0.996
H  -4.299  -0.665  -0.368
H  -6.423  -0.624  1.338
H  -5.507  0.596  3.803
H  -3.023  1.030  3.359
N  0.156  -2.273  3.000
C  -0.811  -1.667  3.760
C  -0.948  -2.322  4.951
C  0.140  -3.411  4.958
C  0.803  -3.330  3.700
H  0.392  -1.923  2.033
H  -1.367  -0.855  3.249
H  -1.515  -1.925  5.803
H  0.400  -4.143  5.812
H  1.476  -3.879  3.076
N  -0.606  1.946  2.899
C  0.208  1.386  3.885
C  0.330  2.308  4.903
C  -0.718  3.389  4.584
C  -1.326  2.914  3.444
H  -0.740  1.550  1.838
H  0.766  0.469  3.706
H  1.039  2.174  5.567
H  -0.901  4.331  4.906
H  -2.055  3.451  2.875
N  -2.815  -0.060  -2.445
C  -2.999  1.187  -3.091
C  -3.569  0.986  -4.272
C  -4.059  -0.528  -4.194
C  -3.579  -1.049  -3.124
H  -2.207  -0.449  -1.569
H  -2.525  2.013  -2.818
H  -3.674  1.871  -5.107
H  -4.595  -1.111  -5.027
H  -3.810  -2.069  -2.854
N  -1.901  -2.943  -0.482
C  -2.148  -4.075  -1.208
C  -2.560  -4.980  -0.236
C  -2.614  -4.261  1.065
C  -2.239  -3.027  0.804
H  -1.301  -2.035  -0.728
H  -2.088  -4.120  -2.188
H  -2.932  -5.905  -0.425
H  -2.812  -4.643  2.104
H  -2.098  -2.054  1.327
N  -2.069  3.206  0.115
C  -1.534  4.389  0.358
C  -2.341  5.478  -0.025
C  -3.503  4.818  -0.596
C  -3.304  3.410  -0.491
H  -1.562  2.242  0.308
H  -0.514  4.303  0.825
H  -2.157  6.481  -0.049
H  -4.447  5.247  -0.960
H  -4.107  2.791  -0.808
N  0.476  2.259  -2.829
C  0.207  3.590  -2.727
C  -0.060  3.940  -4.086
C  -0.182  2.638  -4.872
C  0.132  1.588  -4.053
H  0.732  1.536  -1.794
H  -0.015  4.080  -1.705
H  -0.106  4.962  -4.311
H  -0.521  2.683  -5.793
H  0.176  0.463  -3.899

Results of the Löwdin charge analysis, in e, for atoms 1 through 99: 0.098, -0.333, -0.312, -0.312, -0.275, 0.046, -0.153, -0.129, -0.122, -0.187, 0.123, 0.082, 0.053, 0.095, 0.080, -0.006, -0.222, -0.094, -0.110, -0.067, 0.068, 0.168, 0.018, 0.076, 0.088, 0.038, -0.207, -0.122, -0.138, -0.193, 0.035, 0.141, 0.074, 0.122, 0.097, 0.013, -0.179, -0.127, -0.105, -0.111, -0.011, 0.158, 0.101, 0.037, 0.056, 0.005, -0.102, -0.142, -0.082, -0.185, 0.113, 0.028, 0.092, 0.049, 0.067, 0.017, -0.132, -0.053, -0.097, -0.241, 0.041, 0.081, -0.004, 0.083, 0.115, 0.005, -0.199, -0.113, -0.110, -0.122, 0.045, 0.102, 0.069, 0.074, 0.066, 0.005, -0.143, -0.066, -0.073, -0.243, 0.056, 0.097, 0.009, 0.018, 0.094, 0.035, -0.181, -0.086, -0.150, -0.235, 0.129, 0.045, 0.124, 0.093, 0.108, 0.001, -0.122, -0.091, -0.107

Entry 2:
DFT (the ωB97M-V functional and the def2-TZVPD basis) results for a structure of composition C48H60N3O5ReSbSe4.

The value obtained for the largest force on an atom is 0.021 Eh/bohr. Its calculated total energy is -12329.89311 hartree. The total charge is -2. The calculation puts the energy relative to the best compared isomer or geometry (same formula, charge and spin) at 0.000 eV. The calculation puts the gap between HOMO and LUMO (alpha / beta) at 4.9 / 4.9 eV. The spin multiplicity is 4.

Positions of all 122 atoms, in Å:
Re  0.360  -0.230  -0.132
C  3.629  1.293  0.287
O  2.216  1.244  0.386
C  1.572  2.481  0.474
C  1.241  3.167  -0.699
C  1.527  2.622  -2.090
C  0.469  1.705  -2.692
C  -0.595  2.158  -3.461
C  -1.479  1.282  -4.089
C  -1.254  -0.093  -3.938
C  -0.211  -0.582  -3.173
C  0.071  -2.049  -2.948
C  -0.434  -2.609  -1.592
C  -0.851  -4.063  -1.699
C  -1.134  -4.740  -0.591
C  -0.770  -4.136  0.699
C  0.053  -3.091  0.838
C  0.430  -2.731  2.275
C  1.378  -1.624  2.672
C  2.491  -1.936  3.446
C  3.273  -0.969  4.065
C  2.918  0.360  3.852
C  1.822  0.727  3.079
C  1.416  2.185  3.031
C  1.159  2.910  1.721
C  0.449  4.108  1.790
C  0.153  4.863  0.665
C  0.558  4.362  -0.571
C  -0.642  6.161  0.732
C  -1.022  6.534  2.165
C  -1.946  5.994  -0.065
C  0.189  7.303  0.127
C  1.024  -0.275  2.510
O  -0.075  0.046  1.801
C  4.382  -1.388  5.035
C  5.388  -2.304  4.329
C  3.741  -2.136  6.213
C  5.142  -0.186  5.596
C  0.543  -2.355  -0.391
O  1.907  -2.657  -0.662
C  2.228  -4.017  -0.880
C  -1.850  -6.080  -0.573
C  -2.121  -6.591  -1.986
C  -1.013  -7.127  0.177
C  -3.200  -5.879  0.133
C  0.633  0.324  -2.516
O  1.635  -0.163  -1.750
C  -2.619  1.771  -4.988
C  -3.922  1.025  -4.660
C  -2.223  1.504  -6.449
C  -2.879  3.270  -4.815
H  4.051  1.707  1.206
H  3.942  1.902  -0.563
H  3.973  0.270  0.151
H  2.453  2.051  -2.082
H  1.661  3.475  -2.757
H  -0.734  3.229  -3.563
H  -1.914  -0.804  -4.421
H  1.152  -2.203  -2.989
H  -0.402  -2.624  -3.746
H  -1.062  -4.447  -2.690
H  -1.140  -4.615  1.602
H  0.806  -3.644  2.742
H  -0.520  -2.499  2.769
H  2.725  -2.989  3.584
H  3.499  1.158  4.300
H  2.182  2.755  3.565
H  0.488  2.284  3.605
H  0.095  4.425  2.762
H  0.291  4.891  -1.482
H  -1.664  5.764  2.602
H  -1.587  7.471  2.150
H  -0.140  6.680  2.799
H  -2.562  5.198  0.362
H  -1.761  5.746  -1.113
H  -2.523  6.927  -0.030
H  1.127  7.441  0.675
H  -0.381  8.235  0.175
H  0.431  7.108  -0.921
H  4.899  -3.180  3.900
H  6.153  -2.651  5.031
H  5.882  -1.765  3.516
H  3.219  -3.033  5.874
H  3.010  -1.494  6.710
H  4.499  -2.433  6.947
H  5.602  0.401  4.797
H  5.935  -0.535  6.263
H  4.482  0.468  6.171
H  2.026  -4.636  0.002
H  3.295  -4.048  -1.101
H  1.673  -4.436  -1.724
H  -1.193  -6.705  -2.554
H  -2.779  -5.905  -2.524
H  -2.610  -7.568  -1.938
H  -0.075  -7.312  -0.356
H  -1.562  -8.070  0.257
H  -0.764  -6.790  1.185
H  -3.758  -5.069  -0.342
H  -3.075  -5.622  1.186
H  -3.799  -6.794  0.076
H  -3.847  -0.046  -4.859
H  -4.739  1.422  -5.273
H  -4.186  1.158  -3.608
H  -2.056  0.437  -6.619
H  -1.302  2.036  -6.704
H  -3.018  1.842  -7.124
H  -3.119  3.495  -3.774
H  -3.734  3.562  -5.433
H  -2.021  3.872  -5.130
O  -1.200  1.651  -0.050
H  -1.210  2.177  0.785
H  -1.500  2.260  -0.752
Se  -4.141  2.659  -1.254
Sb  -4.154  1.460  0.900
Se  -2.782  -0.772  1.112
Se  -2.908  2.872  2.519
Se  -6.308  0.756  1.822
N  -1.546  -0.907  -0.274
C  -1.725  -1.861  -1.227
N  -2.779  -2.254  -1.869
C  -3.982  -1.664  -1.868
N  -5.047  -1.259  -2.076

Results of the Löwdin charge analysis, in e, for atoms 1 through 99: 1.770, -0.031, -0.234, -0.220, -0.135, -0.060, -0.145, 0.019, -0.149, 0.029, -0.152, -0.048, -0.298, -0.001, -0.178, -0.002, -0.166, -0.074, -0.127, 0.003, -0.180, 0.004, -0.138, -0.049, -0.131, -0.009, -0.156, 0.012, -0.553, -0.073, -0.050, -0.059, -0.299, -0.282, -0.564, -0.057, -0.053, -0.079, -0.347, -0.164, -0.089, -0.558, -0.071, -0.053, -0.037, -0.381, -0.212, -0.554, -0.071, -0.059, -0.081, 0.097, 0.091, 0.105, 0.101, 0.120, 0.109, 0.118, 0.124, 0.119, 0.109, 0.118, 0.113, 0.124, 0.109, 0.100, 0.120, 0.129, 0.105, 0.118, 0.052, 0.081, 0.082, 0.044, 0.074, 0.084, 0.082, 0.077, 0.072, 0.073, 0.077, 0.087, 0.077, 0.090, 0.078, 0.084, 0.079, 0.083, 0.089, 0.085, 0.083, 0.081, 0.090, 0.079, 0.083, 0.078, 0.073, 0.096, 0.079

Entry 3:
DFT (the ωB97M-V functional and the def2-TZVPD basis) results for a structure of composition C48H60N4OS2Si2W.

The value obtained for the largest force on an atom is 0.084 Eh/bohr. Its calculated total energy is -3601.10197 hartree. The total charge is +2. The calculation puts the gap between HOMO and LUMO (alpha / beta) at 4.2 / 4.2 eV.

Positions of all 118 atoms, in Å:
W  0.682  0.035  -0.007
C  3.586  -0.970  -1.497
C  2.102  -1.068  -1.551
N  1.420  -1.684  -0.446
N  2.086  -2.633  0.247
C  1.493  -2.642  1.600
S  1.168  -0.760  2.098
S  2.716  -3.432  2.724
C  4.180  -2.455  2.326
C  4.457  -1.479  3.438
C  4.308  -0.090  3.245
C  4.561  0.797  4.295
C  4.945  0.314  5.544
C  5.095  -1.066  5.747
C  4.854  -1.963  4.704
C  1.427  -1.280  -2.789
C  2.150  -1.856  -3.835
C  1.507  -2.322  -4.987
C  0.118  -2.203  -5.096
C  -0.612  -1.647  -4.058
C  0.006  -1.196  -2.929
O  -0.806  -0.607  -2.031
H  3.891  -0.566  -0.519
H  3.981  -0.323  -2.311
H  4.063  -1.964  -1.600
H  4.058  -1.917  1.378
H  4.985  -3.184  2.224
H  3.931  0.305  2.299
H  4.436  1.859  4.137
H  5.161  0.997  6.360
H  5.377  -1.439  6.722
H  4.939  -3.030  4.857
H  3.227  -1.951  -3.736
H  2.069  -2.738  -5.806
H  -0.394  -2.516  -5.992
H  -1.680  -1.532  -4.134
C  -0.314  -1.659  5.058
C  -0.373  -2.829  4.085
C  0.078  -4.083  4.507
C  0.278  -5.135  3.564
C  0.317  -4.864  2.211
C  0.070  -3.489  1.660
C  -0.627  -3.563  0.281
C  -0.721  -2.677  2.688
N  -1.625  -1.858  2.184
C  -2.193  -0.767  2.747
C  -3.080  -0.913  3.955
C  -1.993  0.464  2.081
C  -2.411  1.770  2.711
N  -1.473  0.329  0.694
C  -2.950  2.128  -0.389
C  -4.300  2.346  -1.042
C  -5.481  1.504  -0.583
C  -4.490  3.333  -2.007
C  -3.416  4.128  -2.478
C  -2.111  3.894  -1.993
C  -1.840  2.937  -1.036
C  -0.458  2.739  -0.533
H  0.641  -1.708  5.607
H  -1.119  -1.765  5.803
H  -0.418  -0.678  4.589
H  0.288  -4.251  5.565
H  0.376  -6.161  3.899
H  0.577  -5.640  1.499
H  -0.046  -4.188  -0.401
H  -0.727  -2.556  -0.177
H  -1.627  -3.983  0.419
H  -3.048  -1.943  4.341
H  -4.132  -0.691  3.697
H  -2.769  -0.219  4.761
H  -2.196  1.716  3.787
H  -3.492  1.985  2.605
H  -1.855  2.627  2.307
H  -5.541  1.480  0.524
H  -5.522  0.472  -0.958
H  -6.394  2.011  -0.944
H  -5.484  3.480  -2.405
H  -3.593  4.881  -3.235
H  -1.277  4.449  -2.418
H  0.218  3.430  -1.027
H  -0.089  1.692  -0.799
H  -0.353  2.823  0.562
C  2.082  2.427  -2.723
Si  2.979  2.683  -1.084
C  4.830  2.447  -1.300
C  2.787  4.442  -0.424
C  2.212  1.491  0.208
H  2.741  2.533  -3.587
H  1.252  3.141  -2.866
H  1.650  1.419  -2.785
H  5.269  3.268  -1.887
H  5.086  1.503  -1.791
H  5.309  2.449  -0.308
H  3.366  5.151  -1.040
H  3.162  4.525  0.602
H  1.747  4.772  -0.405
H  1.929  2.217  0.999
H  3.117  0.972  0.593
C  -2.631  0.598  -0.308
Si  -2.432  -0.324  -1.898
C  -3.273  -1.976  -1.741
C  -2.831  0.696  -3.393
C  -4.156  0.733  -3.891
C  -4.487  1.563  -4.969
C  -3.519  2.372  -5.593
C  -2.203  2.331  -5.108
C  -1.864  1.512  -4.031
H  -3.513  0.140  0.160
H  -3.077  2.466  0.653
H  -1.392  -0.733  0.709
H  -4.337  -1.821  -1.510
H  -2.824  -2.544  -0.918
H  -3.209  -2.577  -2.649
H  -4.936  0.165  -3.409
H  -5.517  1.592  -5.302
H  -3.811  3.040  -6.400
H  -1.439  2.956  -5.547
H  -0.859  1.580  -3.642

Results of the Löwdin charge analysis, in e, for atoms 1 through 99: 1.282, -0.055, -0.370, -0.265, 0.040, -0.759, 0.786, 0.992, -0.407, -0.304, -0.073, -0.080, -0.079, -0.064, -0.047, -0.150, 0.006, -0.036, -0.036, -0.026, -0.267, -0.179, 0.066, 0.094, 0.107, 0.060, 0.091, 0.064, 0.100, 0.106, 0.106, 0.110, 0.117, 0.112, 0.115, 0.098, -0.051, -0.213, -0.010, -0.082, -0.062, -0.386, -0.032, -0.244, 0.092, -0.306, -0.017, -0.247, -0.034, -0.136, -0.175, -0.130, 0.001, 0.007, 0.076, 0.005, -0.127, -0.050, 0.100, 0.089, 0.054, 0.136, 0.118, 0.127, 0.101, 0.035, 0.100, 0.094, 0.098, 0.090, 0.094, 0.093, 0.079, 0.112, 0.091, 0.104, 0.131, 0.139, 0.137, 0.055, 0.016, 0.110, -0.171, 0.464, -0.171, -0.174, -0.414, 0.046, 0.021, 0.007, 0.048, 0.017, 0.047, 0.050, 0.044, 0.013, 0.031, -0.012, -0.216

Q: The highest calculated total energy belongs to which entry?
A: C48H60N12O4P